{
  "formula": "C35H90BNNbO17",
  "method": "ωB97M-V with the def2-TZVPD basis set",
  "total_charge": -1,
  "homo_ev": -4.5,
  "gap_ev": 6.72,
  "species": ["C", "O", "B", "O", "Nb", "C", "C", "C", "N", "C", "C", "C", "O", "H", "H", "H", "H", "H", "H", "H", "H", "H", "H", "H", "H", "H", "H", "H", "H", "H", "H", "H", "H", "C", "O", "C", "C", "O", "C", "H", "H", "H", "H", "H", "H", "H", "H", "H", "H", "C", "O", "C", "C", "O", "C", "H", "H", "H", "H", "H", "H", "H", "H", "H", "H", "C", "O", "C", "C", "O", "C", "H", "H", "H", "H", "H", "H", "H", "H", "H", "H", "C", "O", "C", "C", "O", "C", "H", "H", "H", "H", "H", "H", "H", "H", "H", "H", "C", "O", "C", "C", "O", "C", "H", "H", "H", "H", "H", "H", "H", "H", "H", "H", "C", "O", "C", "C", "O", "C", "H", "H", "H", "H", "H", "H", "H", "H", "H", "H", "C", "O", "C", "C", "O", "C", "H", "H", "H", "H", "H", "H", "H", "H", "H", "H"],
  "positions_angstrom": [[1.33, 0.71, -4.11], [0.82, -0.01, -2.98], [1.75, -0.51, -2.11], [3.09, -0.45, -2.50], [1.23, -1.48, -0.01], [-0.44, -2.63, -1.05], [0.01, -3.81, -1.79], [0.09, -3.66, -3.28], [0.30, -4.89, -1.21], [2.85, -0.15, 0.88], [3.93, -0.73, 1.83], [4.03, -2.23, 1.95], [3.77, -0.17, 3.14], [0.50, 0.90, -4.77], [1.75, 1.66, -3.79], [2.06, 0.14, -4.66], [3.51, -1.15, -1.97], [2.41, -2.79, -0.53], [0.95, -2.43, 1.55], [-0.02, -0.20, 0.39], [-1.23, -2.93, -0.38], [-0.90, -1.96, -1.76], [-0.61, -2.91, -3.60], [1.06, -3.30, -3.59], [-0.17, -4.57, -3.80], [0.58, -5.57, -1.91], [3.33, 0.42, 0.10], [2.31, 0.59, 1.47], [4.88, -0.39, 1.45], [4.89, -2.44, 2.60], [4.26, -2.69, 1.01], [3.17, -2.68, 2.42], [3.70, -0.89, 3.78], [-4.10, -2.84, -1.31], [-3.48, -3.25, -2.52], [-4.00, -4.46, -3.02], [-4.95, -4.22, -4.17], [-6.14, -3.55, -3.75], [-6.13, -2.17, -4.06], [-3.76, -1.83, -1.08], [-5.19, -2.85, -1.39], [-3.79, -3.50, -0.49], [-4.50, -5.03, -2.23], [-3.16, -5.06, -3.38], [-5.26, -5.18, -4.59], [-4.45, -3.65, -4.96], [-6.25, -2.01, -5.14], [-5.21, -1.69, -3.72], [-6.98, -1.71, -3.55], [4.99, 4.47, 0.90], [4.68, 3.75, 2.07], [5.30, 2.47, 2.13], [6.50, 2.46, 3.04], [7.57, 3.27, 2.54], [7.66, 4.52, 3.18], [4.58, 5.48, 1.02], [6.07, 4.55, 0.74], [4.52, 4.00, 0.03], [5.59, 2.14, 1.12], [4.56, 1.77, 2.51], [6.88, 1.44, 3.12], [6.21, 2.79, 4.04], [8.04, 4.41, 4.20], [6.70, 5.04, 3.20], [8.37, 5.13, 2.62], [0.49, 6.99, -3.79], [0.26, 6.23, -2.62], [1.00, 5.02, -2.57], [2.19, 5.14, -1.65], [3.18, 6.03, -2.16], [3.17, 7.30, -1.53], [0.01, 7.96, -3.66], [1.56, 7.15, -3.97], [0.04, 6.50, -4.66], [1.32, 4.72, -3.57], [0.33, 4.25, -2.17], [2.66, 4.15, -1.56], [1.87, 5.45, -0.65], [3.55, 7.22, -0.51], [2.16, 7.72, -1.51], [3.82, 7.95, -2.10], [2.52, -7.62, -5.32], [2.42, -6.29, -4.87], [3.43, -5.93, -3.93], [4.51, -5.11, -4.58], [5.26, -5.86, -5.53], [4.89, -5.58, -6.86], [1.84, -7.75, -6.15], [3.54, -7.86, -5.65], [2.23, -8.32, -4.52], [3.85, -6.83, -3.46], [2.95, -5.33, -3.15], [5.22, -4.78, -3.80], [4.09, -4.21, -5.04], [5.25, -4.58, -7.16], [3.81, -5.64, -7.01], [5.37, -6.32, -7.50], [-3.03, 5.18, -1.52], [-2.82, 3.78, -1.45], [-2.00, 3.39, -0.36], [-2.81, 2.82, 0.78], [-3.63, 3.80, 1.39], [-4.99, 3.71, 0.99], [-3.79, 5.37, -2.27], [-3.36, 5.60, -0.57], [-2.10, 5.69, -1.83], [-1.39, 4.23, -0.01], [-1.32, 2.61, -0.72], [-2.12, 2.45, 1.55], [-3.41, 1.97, 0.43], [-5.45, 2.82, 1.44], [-5.09, 3.67, -0.10], [-5.51, 4.60, 1.36], [0.77, -0.32, 4.72], [0.58, -1.73, 4.72], [1.19, -2.38, 5.81], [0.19, -2.76, 6.88], [-0.37, -1.62, 7.51], [-1.66, -1.29, 7.03], [0.12, 0.10, 3.95], [0.50, 0.12, 5.69], [1.80, -0.08, 4.47], [1.99, -1.76, 6.24], [1.65, -3.30, 5.42], [0.69, -3.35, 7.65], [-0.60, -3.38, 6.44], [-2.40, -2.03, 7.39], [-1.69, -1.25, 5.94], [-1.92, -0.31, 7.43], [-8.93, 0.87, 5.31], [-8.15, -0.27, 4.98], [-7.98, -0.45, 3.59], [-6.62, 0.01, 3.12], [-6.47, 1.41, 3.24], [-5.69, 1.80, 4.36], [-8.85, 1.03, 6.38], [-8.57, 1.76, 4.79], [-9.98, 0.70, 5.05], [-8.76, 0.07, 3.03], [-8.08, -1.53, 3.39], [-6.51, -0.24, 2.06], [-5.83, -0.52, 3.67], [-4.64, 1.55, 4.19], [-6.04, 1.31, 5.27], [-5.78, 2.88, 4.47]],
  "lowdin_charge": [-0.0899, -0.0664, -0.7773, 0.0249, 1.3879, -0.3742, -0.6052, -0.0532, 0.0906, -0.3225, -0.5215, -0.1165, -0.1044, 0.0803, 0.0762, 0.0786, 0.0467, -0.0851, -0.1131, -0.1178, 0.0328, 0.0239, 0.0639, 0.0718, 0.0675, 0.0191, 0.0167, 0.0256, 0.1081, 0.0732, 0.0477, 0.0403, 0.0722, -0.1108, -0.1953, -0.2050, -0.2059, -0.1942, -0.1156, 0.0904, 0.0806, 0.0908, 0.1267, 0.1253, 0.1219, 0.1249, 0.0855, 0.0855, 0.0859, -0.1097, -0.1794, -0.1963, -0.1893, -0.1916, -0.1260, 0.0792, 0.0862, 0.0810, 0.1300, 0.1001, 0.1264, 0.1266, 0.0845, 0.0826, 0.0846, -0.1117, -0.2050, -0.1905, -0.2010, -0.1886, -0.1140, 0.0865, 0.0828, 0.0887, 0.1273, 0.1200, 0.1203, 0.1308, 0.0763, 0.0836, 0.0872, -0.1200, -0.1964, -0.1966, -0.1963, -0.1934, -0.1204, 0.0858, 0.0819, 0.0876, 0.1266, 0.1201, 0.1272, 0.1269, 0.0869, 0.0831, 0.0847, -0.1085, -0.1892, -0.2048, -0.1983, -0.1942, -0.1093, 0.0859, 0.0838, 0.0710, 0.1246, 0.1220, 0.1248, 0.1269, 0.0703, 0.0838, 0.0874, -0.0960, -0.2032, -0.2175, -0.2078, -0.1931, -0.1166, 0.0910, 0.0832, 0.0655, 0.1254, 0.1263, 0.1212, 0.1254, 0.0856, 0.0849, 0.0858, -0.1163, -0.1900, -0.2051, -0.2001, -0.2098, -0.1034, 0.0870, 0.0831, 0.0863, 0.1246, 0.1251, 0.1271, 0.1288, 0.0923, 0.0830, 0.0902]
}

{
  "formula": "C4H7N3O",
  "method": "ωB97M-V with the def2-TZVPD basis set",
  "smiles": "O=CN/N=C/N1CC1",
  "total_charge": 0,
  "homo_ev": -9.2,
  "gap_ev": 10.17,
  "species": ["C", "C", "C", "C", "H", "H", "H", "H", "H", "H", "H", "N", "N", "N", "O"],
  "positions_angstrom": [[-2.73, 0.27, 0.06], [0.02, -0.36, -0.11], [2.20, 0.29, -0.68], [2.14, 0.34, 0.76], [-3.86, 0.12, 0.23], [-2.80, -1.76, -0.06], [-0.17, 0.74, -0.37], [3.06, -0.05, -1.19], [1.62, 1.06, -1.20], [2.93, -0.11, 1.36], [1.49, 1.07, 1.24], [-2.17, -0.94, -0.01], [-0.84, -1.33, 0.02], [1.38, -0.70, -0.01], [-2.26, 1.37, -0.04]],
  "lowdin_charge": [-0.3864, -0.1908, -0.1640, -0.1036, 0.1403, 0.1515, 0.1380, 0.0926, 0.1095, 0.1069, 0.1082, -0.0321, 0.0839, -0.0694, 0.0153]
}

{
  "formula": "C2H9O3",
  "method": "ωB97M-V with the def2-TZVPD basis set",
  "total_charge": 0,
  "homo_ev": [-11.1, -11.0],
  "spin_multiplicity": 2,
  "s2": 0.754,
  "gap_ev": [11.91, 8.23],
  "species": ["C", "O", "C", "H", "H", "H", "H", "H", "H", "H", "O", "H", "H", "O"],
  "positions_angstrom": [[-0.77, 0.33, -0.66], [0.59, 0.20, -0.59], [-1.26, 1.61, 0.07], [-1.27, -0.44, -0.05], [-1.04, 0.23, -1.70], [-0.46, 2.18, 0.54], [-1.99, 1.37, 0.84], [-1.74, 2.30, -0.64], [1.18, -2.60, -0.18], [0.75, -1.49, -1.02], [0.93, -2.44, -1.10], [2.37, -0.71, 1.80], [1.28, -0.10, 0.90], [1.43, -0.46, 1.79]],
  "lowdin_charge": [-0.2975, -0.0327, -0.0520, 0.1573, 0.1224, 0.0783, 0.0720, 0.0744, 0.0315, -0.0295, -0.0643, 0.0414, -0.0290, -0.0724]
}

{
  "formula": "C5H36N2O12",
  "method": "ωB97M-V with the def2-TZVPD basis set",
  "smiles": "C[C@H](O)CNCCN.O.O.O.O.O.O.O.O.O.O.O",
  "total_charge": 0,
  "homo_ev": -8.6,
  "gap_ev": 8.67,
  "species": ["C", "N", "C", "C", "C", "O", "C", "N", "H", "H", "H", "H", "H", "H", "H", "H", "H", "H", "H", "H", "H", "H", "H", "H", "O", "H", "H", "O", "H", "H", "O", "H", "H", "O", "H", "H", "O", "H", "H", "O", "H", "H", "O", "H", "H", "O", "H", "H", "O", "H", "H", "O", "H", "H", "O"],
  "positions_angstrom": [[1.21, 0.93, 3.02], [2.25, 0.51, 2.10], [2.03, 0.93, 0.73], [3.25, 0.56, -0.15], [3.36, 1.49, -1.34], [3.02, -0.80, -0.57], [0.16, -0.15, 3.36], [-0.49, -0.90, 2.30], [1.64, 1.34, 3.95], [0.54, 1.73, 2.66], [2.37, -0.49, 2.21], [1.24, 0.34, 0.27], [1.86, 2.00, 0.79], [4.08, 0.58, 0.55], [3.90, 2.40, -1.06], [2.36, 1.84, -1.60], [3.83, 1.11, -2.24], [3.74, -1.34, -0.24], [-0.65, 0.29, 3.95], [0.58, -0.86, 4.08], [0.10, -1.48, 1.71], [-0.83, -0.23, 1.61], [-2.64, 4.04, 0.72], [-1.42, 4.35, -0.20], [-2.03, 3.66, 0.10], [1.25, -0.45, -1.83], [0.05, 0.23, -1.09], [0.31, -0.23, -1.90], [-4.17, -1.83, 0.07], [-4.94, -0.70, -0.47], [-4.72, -1.10, 0.38], [0.67, -3.21, -3.27], [-0.32, -2.12, -3.56], [-0.19, -2.88, -2.98], [0.40, 2.11, -3.98], [0.91, 0.83, -3.38], [0.95, 1.35, -4.20], [-4.00, 0.02, 1.58], [-3.04, 0.47, 2.71], [-3.39, 0.74, 1.86], [-3.33, 0.69, -1.78], [-4.36, 0.06, -2.64], [-4.11, 0.92, -2.29], [-1.38, 2.04, -0.21], [-2.11, 0.78, 0.44], [-1.34, 1.08, -0.05], [3.50, -2.70, 2.15], [2.38, -3.55, 1.39], [2.88, -2.74, 1.42], [-2.44, -0.39, -0.82], [-2.00, -1.04, -2.04], [-2.65, -1.18, -1.33], [0.07, -3.04, -0.91], [1.10, -2.66, 0.16], [0.54, -3.38, -0.13]],
  "lowdin_charge": [-0.2273, -0.0539, -0.1872, -0.3879, -0.0400, -0.0669, -0.2743, 0.0272, 0.1036, 0.1080, 0.0827, 0.0784, 0.1299, 0.1366, 0.0842, 0.0640, 0.0833, 0.0770, 0.0973, 0.1001, 0.0436, 0.0281, 0.0602, 0.0620, -0.0203, 0.0352, 0.0073, -0.0678, 0.0517, 0.0419, -0.0487, 0.0565, 0.0391, -0.0506, 0.0299, -0.0213, -0.0764, 0.0197, 0.0390, -0.0605, -0.0156, 0.0358, -0.0520, 0.0349, 0.0069, -0.0865, 0.0581, 0.0357, -0.0343, -0.0074, 0.0479, -0.0585, 0.0043, -0.0170, -0.0558]
}

{
  "formula": "C4H10NO2S",
  "method": "ωB97M-V with the def2-TZVPD basis set",
  "total_charge": -1,
  "homo_ev": -3.5,
  "gap_ev": 7.34,
  "species": ["C", "C", "S", "C", "N", "C", "O", "H", "H", "H", "H", "H", "H", "H", "H", "H", "H", "O"],
  "positions_angstrom": [[-0.44, -0.34, 1.37], [0.82, -1.12, 1.26], [2.13, -0.24, 0.22], [-1.52, -0.17, 0.49], [-1.71, -0.95, -0.74], [-0.65, -0.65, -1.68], [-2.42, 0.64, 0.70], [-0.37, 0.50, 0.44], [-0.41, 0.42, 2.14], [0.73, -2.11, 0.82], [1.33, -1.17, 2.21], [-2.55, -0.49, -0.99], [0.35, -0.70, -1.24], [-0.65, -1.35, -2.50], [-0.75, 0.36, -2.09], [1.63, 1.54, -0.66], [0.41, 2.47, -0.49], [1.24, 2.43, -0.96]],
  "lowdin_charge": [-0.1283, -0.5926, 0.3080, -0.6317, -0.0034, -0.1438, -0.0357, 0.1485, 0.1304, 0.0424, 0.0242, 0.0827, -0.0233, 0.0658, 0.0838, -0.1363, -0.0087, -0.1819]
}

{
  "formula": "C8H10O2",
  "method": "ωB97M-V with the def2-TZVPD basis set",
  "total_charge": 0,
  "homo_ev": -8.5,
  "gap_ev": 9.15,
  "species": ["C", "C", "C", "C", "C", "C", "C", "C", "H", "H", "H", "H", "H", "H", "H", "H", "H", "H", "O", "O"],
  "positions_angstrom": [[-3.07, -0.35, -0.10], [-0.89, -0.70, 0.05], [-0.54, 0.66, -0.15], [0.88, 0.91, -0.27], [1.57, 2.23, 0.14], [1.85, -0.18, -0.28], [1.46, -1.46, -0.09], [0.16, -1.68, 0.13], [-2.63, 0.74, -0.70], [-4.19, -0.72, -0.79], [-3.66, 0.10, 0.93], [-1.27, 1.31, 0.26], [1.36, 2.35, 1.36], [2.48, 2.56, -0.05], [0.71, 3.27, -0.07], [2.99, -0.08, -0.17], [3.06, -2.49, -0.45], [-0.24, -2.63, 0.08], [-2.19, -1.21, 0.08], [2.15, -2.62, 0.12]],
  "lowdin_charge": [-0.3004, -0.1845, -0.0192, -0.2138, -0.0702, -0.0133, -0.4067, 0.0443, 0.1409, 0.1568, 0.1269, 0.0820, 0.1295, -0.0211, 0.1575, 0.1457, 0.1947, 0.1046, -0.0775, 0.0236]
}

{
  "formula": "C3H9NS",
  "method": "ωB97M-V with the def2-TZVPD basis set",
  "smiles": "C=N.CCS",
  "total_charge": 0,
  "homo_ev": -8.9,
  "gap_ev": 9.84,
  "species": ["C", "N", "H", "H", "H", "H", "C", "C", "S", "H", "H", "H", "H", "H"],
  "positions_angstrom": [[-0.67, -4.02, 1.47], [0.49, -4.51, 1.60], [-1.37, -3.91, 2.30], [-0.84, -3.54, 0.51], [0.32, 3.59, -2.10], [0.50, -5.14, 2.41], [0.01, 0.57, 0.16], [0.40, 1.35, -1.07], [-0.19, 3.10, -0.96], [-1.04, 0.29, 0.22], [0.29, 1.04, 1.10], [0.68, -0.29, 0.06], [0.14, 0.87, -2.02], [1.48, 1.55, -1.13]],
  "lowdin_charge": [-0.1491, 0.0034, 0.0623, 0.0511, -0.1689, 0.0329, -0.1866, -0.6118, 0.6413, 0.0679, 0.0689, 0.0717, 0.0667, 0.0501]
}

{
  "formula": "C4H7N3",
  "method": "ωB97M-V with the def2-TZVPD basis set",
  "smiles": "[H]/N=C(\\C#N)NCC",
  "total_charge": 0,
  "homo_ev": -9.4,
  "gap_ev": 9.93,
  "species": ["C", "C", "N", "C", "N", "C", "N", "H", "H", "H", "H", "H", "H", "H"],
  "positions_angstrom": [[-1.81, 0.63, -0.20], [-0.97, -0.65, -0.29], [0.20, -0.65, 0.58], [1.45, -0.15, 0.37], [2.31, -0.58, 1.21], [1.66, 0.78, -0.74], [1.83, 1.49, -1.64], [-1.24, 1.50, -0.54], [-2.14, 0.81, 0.83], [-2.71, 0.56, -0.83], [-0.67, -0.82, -1.33], [-1.58, -1.52, -0.01], [0.45, -1.27, 1.36], [3.21, -0.12, 1.21]],
  "lowdin_charge": [-0.0923, -0.2379, 0.0123, -0.4721, 0.1178, -0.1252, 0.1695, 0.0649, 0.0724, 0.0738, 0.1122, 0.1137, 0.1435, 0.0472]
}

Calculated largest force on an atom (eV Å⁻¹), listed in the same order as above: 2.227; 2.627; 1.478; 1.516; 4.120; 12.620; 1.780; 1.661
Calculated total energy (Eh), listed in the same order as above: -2802.73381; -396.03265; -307.22014; -1224.46647; -761.79830; -461.09349; -572.58529; -320.85001